(1)
# C30H50Cl2FeN3O4Si

A structure of composition C30H50Cl2FeN3O4Si at a distorted geometry (ωB97M-V/def2-TZVPD, the OMol25 dataset).

Results
* LUMO (alpha / beta): 2.47 / 2.47 eV
* relative energy (zero: lowest compared OMol25 entry of this formula, charge and spin): 54.4 kcal/mol
* E_HOMO (alpha / beta): -3.7 / -3.9 eV
* orbital gap (alpha / beta): 6.1669 / 6.4055 eV

```
! RIJCOSX wB97M-V def2-TZVPD def2/J DEFGRID3
* xyz -1 5
C 1.6328 4.2941 0.4217
C 1.8175 4.2828 -1.0609
H 2.5811 4.1487 0.9588
H 0.9494 3.4943 0.7342
H 1.2409 5.2721 0.7506
C 2.7893 5.0066 -1.6325
C 3.8753 5.7387 -0.9131
H 2.7970 5.1420 -2.7225
H 4.3152 5.1771 -0.0704
H 3.4927 6.6894 -0.5227
H 4.6469 6.0103 -1.6440
Fe -1.6574 2.2137 -1.1125
Cl -3.0398 3.5136 -2.2287
C -2.7106 -2.0559 -1.6574
O -2.3384 -2.1953 -0.4759
N -2.2561 -2.8106 -2.6864
C -1.2749 -3.8381 -2.3756
C -2.6087 -2.5439 -4.0700
H -3.4373 -1.2622 -1.9477
H -1.4060 -4.1466 -1.3362
H -0.2491 -3.4606 -2.4467
H -1.3939 -4.6793 -3.0641
H -3.6078 -2.1008 -4.0963
H -2.5935 -3.4928 -4.6314
H -1.9211 -1.8137 -4.5359
H -2.7675 -4.9200 1.9707
H -3.7940 -4.3132 4.4968
C -1.8348 -5.0566 2.5372
C -2.7614 -4.5763 4.7769
N -1.8163 -4.2272 3.7291
H -0.9848 -4.8073 1.9045
C -1.0884 -3.0891 3.7860
O -0.3638 -2.6591 2.8913
H -2.5021 -4.0288 5.6902
H -1.2143 -2.5832 4.7709
H -1.7814 -6.1094 2.8466
H -2.7290 -5.6580 4.9646
H 1.1879 -0.5086 4.5927
H 2.9883 0.3834 2.3262
C 2.1270 -1.0753 4.7310
C 3.6070 -0.3470 2.8747
N 2.7676 -1.3662 3.4584
H 1.8860 -2.0338 5.2140
C 2.5499 -2.5368 2.8083
O 2.9428 -2.8011 1.6706
H 4.2899 -0.8026 2.1555
H 1.9683 -3.2557 3.4145
H 2.8136 -0.4833 5.3466
H 4.1493 0.1778 3.6667
O 0.1187 2.5530 -1.2528
C 0.7392 3.6211 -1.9269
C 2.5132 2.9355 -3.6914
C 1.1995 3.2268 -3.3368
H 3.3241 2.9422 -2.9581
C 2.8541 2.7436 -5.0531
H -0.0294 4.4186 -2.0304
C 0.2057 3.2128 -4.3198
H 3.8881 2.5650 -5.3250
C 1.8582 2.8066 -6.0300
C 0.5358 3.0167 -5.6652
H -0.8271 3.4029 -4.0261
H 2.1319 2.6773 -7.0934
H -0.2688 3.0210 -6.4166
Si 1.2490 0.2156 -0.8762
Cl 1.2668 0.8473 1.0813
C 3.0173 0.6687 -1.3296
C 0.3876 0.1088 -2.6368
C 0.7865 -1.5891 -0.5050
H 3.1922 0.5615 -2.4106
H 3.5476 -0.1295 -0.7959
H 3.4144 1.6357 -0.9797
H 1.4581 -2.0381 0.2512
H 0.8563 -2.2130 -1.4097
H -0.2624 -1.6924 -0.1762
H 0.9922 0.5978 -3.4235
H -0.6520 0.4693 -2.7730
H 0.3730 -0.9770 -2.8443
C -3.0828 1.4618 0.4977
C -3.0827 0.5397 1.6277
C -2.5406 0.8488 2.9021
C -2.8509 0.0908 4.0449
C -3.6205 -1.0779 3.9233
C -4.0460 -1.4720 2.6662
C -3.7897 -0.6947 1.5397
H -3.7026 1.1361 -0.3568
H -3.2090 2.5194 0.8018
H -1.9368 1.7432 3.0449
H -2.5139 0.4031 5.0291
H -3.9081 -1.6497 4.8225
H -4.6348 -2.3913 2.5595
H -4.2340 -0.9725 0.5928
*
```

---

(2)
# C30H50Cl6MnP2Si2

A structure of composition C30H50Cl6MnP2Si2 at a distorted geometry (ωB97M-V/def2-TZVPD, the OMol25 dataset).

Results
* LUMO (alpha / beta): 0.06 / 0.51 eV
* relative energy (zero: lowest compared OMol25 entry of this formula, charge and spin): 0.0 kcal/mol
* E_HOMO (alpha / beta): -7.4 / -7.5 eV
* orbital gap (alpha / beta): 7.4507 / 8.0110 eV

```
! RIJCOSX wB97M-V def2-TZVPD def2/J DEFGRID3
* xyz 0 4
Mn -0.6577 0.4678 -0.8800
C 0.4189 2.2053 0.0409
C 1.0960 1.4131 1.0243
C 1.8886 0.4747 0.3224
Si 1.2235 1.8082 2.8602
C 1.7085 0.6455 -1.0650
C 0.8443 1.8034 -1.2977
Si 0.4128 2.6292 -2.9307
H -0.1310 3.1265 0.2366
H 2.5937 -0.2135 0.7919
H 2.3093 0.1801 -1.8464
Cl -0.0514 -4.4055 0.0748
C -0.7712 4.0355 -2.6439
C 2.0067 3.2755 -3.6494
C 0.0274 3.1760 3.2780
C 2.9967 2.2973 3.1906
H 2.6715 3.5779 -2.8269
H 1.7949 4.1554 -4.2725
H 2.5145 2.5169 -4.2571
H -0.9847 4.1753 -1.5764
H -1.7245 3.8849 -3.1654
H -0.3014 4.9535 -3.0253
H 3.4419 2.7334 2.2852
H 3.6086 1.4393 3.4987
H 3.0206 3.0521 3.9889
H 0.5864 4.1181 3.3596
H -0.4699 2.9794 4.2363
H -0.7477 3.2910 2.5118
C -0.3856 1.3026 -4.0442
C 0.7710 0.3150 3.9559
P -0.4251 -0.3494 -3.2574
H 0.1529 1.2535 -5.0041
H -1.4224 1.6178 -4.2403
P 0.9096 -1.3380 3.1737
H -0.2789 0.4679 4.2618
H 1.3913 0.3572 4.8684
C -0.0304 -2.5145 4.2927
C 2.6900 -1.8371 3.4828
C 1.1607 -1.0881 -3.9456
C -1.7564 -1.4430 -3.9479
C -2.8404 -1.7536 -2.9118
H -1.2403 -2.3885 -4.1939
C -2.3821 -0.8832 -5.2250
H -2.9410 0.0392 -5.0220
H -3.0927 -1.6261 -5.6121
H -1.6441 -0.6883 -6.0115
H -2.4354 -2.2569 -2.0254
H -3.5795 -2.4252 -3.3681
H -3.3560 -0.8380 -2.5951
H 1.9073 -0.2945 -3.7787
C 1.0784 -1.3678 -5.4512
C 1.5936 -2.3397 -3.1797
H 0.8689 -0.4726 -6.0482
H 0.3192 -2.1274 -5.6801
H 2.0492 -1.7598 -5.7852
H 1.7891 -2.1411 -2.1191
H 2.5261 -2.7219 -3.6197
H 0.8436 -3.1403 -3.2464
H 3.2787 -1.0548 2.9689
C 2.9515 -3.1856 2.7957
C 3.0808 -1.8670 4.9605
H 2.9363 -0.9061 5.4662
H 4.1480 -2.1170 5.0284
H 2.5254 -2.6398 5.5063
H 2.5649 -3.2179 1.7685
H 2.4987 -4.0156 3.3569
H 4.0348 -3.3577 2.7560
C -1.0614 -3.2851 3.4604
C -0.7046 -1.8526 5.4901
H 0.7290 -3.2271 4.6543
H -1.5227 -1.1933 5.1726
H -0.0022 -1.2812 6.1067
H -1.1380 -2.6402 6.1201
H -1.9209 -2.6495 3.2047
H -1.4362 -4.1364 4.0448
H -0.6360 -3.6799 2.5302
C -0.2911 -2.5363 -0.2117
H -1.2095 -2.2553 0.3142
H 0.5960 -2.0540 0.2152
H -0.3554 -2.4200 -1.3010
Cl -3.5244 1.8052 -2.9186
C -3.4501 1.9642 -1.1852
C -2.5440 1.2178 -0.4330
C -2.7284 1.1872 0.9424
Cl -1.8114 0.0038 1.8538
C -3.5857 2.0711 1.6150
Cl -3.5904 2.1318 3.3283
C -4.3803 2.9534 0.8506
Cl -5.3937 4.0803 1.6250
C -4.3313 2.8751 -0.5642
Cl -5.2921 3.9279 -1.5083
*
```

---

(3)
# C30H50ClF5P2Si2Tc

A structure of composition C30H50ClF5P2Si2Tc at a distorted geometry (ωB97M-V/def2-TZVPD, the OMol25 dataset).

Results
* LUMO (alpha / beta): -2.14 / -2.67 eV
* E_HOMO (alpha / beta): -6.6 / -6.5 eV
* orbital gap (alpha / beta): 4.4828 / 3.8071 eV

```
! RIJCOSX wB97M-V def2-TZVPD def2/J DEFGRID3
* xyz 0 4
Tc -0.1008 -0.5436 -0.0404
C 2.0558 -0.1197 -1.5369
C 1.2609 -1.3130 -1.5930
C -0.0479 -0.9149 -2.1059
Si 2.0223 -2.9982 -1.2834
C -0.0436 0.5157 -2.1766
C 1.2971 0.9991 -1.8995
Si 2.0263 2.7485 -1.7905
H 3.1160 -0.1030 -1.2524
H -0.7734 -1.5944 -2.5579
H -0.7888 1.1139 -2.7091
Cl -5.1049 0.1720 1.9769
C 3.8907 2.6572 -1.6770
C 1.5184 3.8080 -3.2356
C 3.8886 -2.8923 -1.2409
C 1.5242 -4.3029 -2.5233
H 2.1810 3.5655 -4.0768
H 1.6416 4.8723 -2.9956
H 0.4843 3.6326 -3.5491
H 4.2051 2.1251 -0.7699
H 4.3218 3.6675 -1.6611
H 4.2878 2.1159 -2.5459
H 2.1737 -4.1892 -3.4019
H 0.4814 -4.2136 -2.8436
H 1.6880 -5.3081 -2.1100
H 4.2789 -2.5402 -2.2038
H 4.3165 -3.8787 -1.0204
H 4.2239 -2.1977 -0.4639
C 1.3318 3.4306 -0.1611
C 1.3035 -3.3656 0.4278
P -0.3346 2.7323 0.2341
H 1.3457 4.5303 -0.1594
H 2.0044 3.0988 0.6417
P -0.3053 -2.5856 0.6948
H 1.9644 -2.9148 1.1667
H 1.2745 -4.4396 0.6302
C -0.7572 -3.0242 2.4240
C -1.3812 -3.6699 -0.3693
C -1.3990 3.5990 -1.0356
C -0.8221 3.4669 1.9122
C -0.6720 2.5074 3.1023
H -1.9010 3.6619 1.7891
C -0.0920 4.7658 2.2476
H 0.9697 4.5767 2.4612
H -0.5394 5.1749 3.1643
H -0.1652 5.5318 1.4682
H -1.0841 1.5209 2.8657
H -1.2123 2.8956 3.9765
H 0.3759 2.4224 3.4121
H -0.9766 3.3136 -2.0135
C -1.3788 5.1290 -0.9394
C -2.8290 3.0459 -0.9538
H -0.3687 5.5553 -0.9365
H -1.9035 5.4787 -0.0404
H -1.9005 5.5522 -1.8123
H -2.8714 1.9936 -1.2529
H -3.4981 3.6176 -1.6114
H -3.2260 3.0998 0.0678
H -0.9430 -3.5632 -1.3771
C -2.8162 -3.1366 -0.3880
C -1.3563 -5.1635 -0.0076
H -0.3542 -5.6056 0.0480
H -1.8881 -5.6985 -0.8068
H -1.8913 -5.3721 0.9284
H -2.8879 -2.1531 -0.8653
H -3.2310 -3.0433 0.6262
H -3.4419 -3.8395 -0.9531
C -0.5557 -1.8427 3.3805
C -0.0727 -4.2681 3.0161
H -1.8382 -3.2292 2.3455
H 0.9916 -4.0913 3.2176
H -0.1675 -5.1663 2.3986
H -0.5464 -4.4987 3.9805
H 0.5146 -1.6618 3.5557
H -1.0219 -2.0760 4.3509
H -1.0206 -0.9230 3.0025
C -2.0400 -0.0086 0.5659
H -2.7582 -0.0127 -0.2733
H -2.3984 -0.7538 1.2958
H -2.2134 0.9523 1.0992
F 3.7657 -2.4500 1.6549
C 3.4982 -1.1270 1.9046
C 2.3574 -0.4925 1.4427
C 2.2661 0.7798 1.9862
F 1.1462 1.4751 1.7248
C 3.0984 1.4530 2.8305
F 2.7735 2.7090 3.2553
C 4.2407 0.7870 3.2479
F 5.1179 1.3608 4.1008
C 4.4351 -0.5187 2.7604
F 5.5165 -1.2373 3.1457
*
```

---

(4)
# C30H50ClF7IN2O12P2S

A cluster of 3 separate species, C30H50ClF7IN2O12P2S in total at a distorted geometry (ωB97M-V/def2-TZVPD, the OMol25 dataset).

Results
* LUMO: -6.19 eV
* E_HOMO: -10.5 eV
* orbital gap: 4.3310 eV

```
! RIJCOSX wB97M-V def2-TZVPD def2/J DEFGRID3
* xyz 1 1
C 3.0968 -6.8563 1.0272
C 2.7051 -6.8181 2.6093
C 1.1286 -6.5725 2.7853
C 0.7079 -5.0049 2.8037
N 0.7972 -4.5193 1.3934
C -0.0874 -3.3907 1.1142
C -1.5966 -3.8348 0.8980
C -2.0738 -5.3677 1.0316
O -1.5451 -6.2422 0.2893
O -3.1058 -5.8144 1.9087
C -2.6004 -6.1908 3.2159
C -2.7665 -5.0332 4.3370
O -3.0099 -5.4006 5.5153
Cl -2.6618 -3.2429 4.0068
C -2.5909 -2.6558 0.5464
C -4.0840 -3.1375 0.2964
C -4.1689 -4.0030 -1.0935
C -5.0946 -5.3173 -0.8342
I -4.3388 -7.1140 -1.8283
C -2.0681 -1.1612 0.4473
P -3.4682 0.0133 0.0579
O -4.4724 -0.1083 1.2362
O -4.1834 -0.5461 -1.4159
O -3.1869 1.6399 -0.1559
N -0.6449 -0.8458 0.6579
P -0.2197 0.8678 0.4414
S -0.3292 1.1995 -1.5000
C 0.3479 -1.8799 1.0110
C 1.8956 -1.4742 1.2866
F 2.6170 -2.5205 1.9686
F 2.0014 -0.4120 2.2636
C 2.7480 -1.2148 -0.0518
F 4.0915 -1.6674 0.2116
F 2.8775 0.1310 -0.4487
C 2.2739 -2.1290 -1.3188
F 2.1841 -3.5023 -1.0019
F 3.3513 -2.0206 -2.2619
F 1.1360 -1.6238 -1.9766
H 3.2527 -5.7465 0.7300
H 4.0935 -7.4094 0.8466
H 2.2827 -7.3411 0.3781
H 2.9936 -7.8459 3.0308
H 3.3141 -5.9777 3.0839
H 0.7341 -7.0886 3.7461
H 0.5877 -7.1249 1.9187
H -0.3113 -4.8126 3.2848
H 1.4958 -4.4895 3.4805
H 0.7145 -5.2731 0.6975
H -3.2735 -7.0565 3.5864
H -1.5384 -6.6196 3.1836
H -4.8783 -2.3339 0.2122
H -4.3761 -3.7925 1.2069
H -3.1111 -4.4169 -1.3201
H -4.5091 -3.3774 -1.9838
H -5.1676 -5.5828 0.2880
H -6.1232 -5.0994 -1.2799
H -3.4139 -0.8638 -1.9546
H -3.9229 2.0625 -0.6687
H 1.0962 1.2594 0.7948
H -1.0964 1.7516 1.1931
C -4.2124 4.3834 -6.2661
O -2.9352 3.8460 -6.5723
C -2.3235 4.4119 -7.7227
C -0.9125 4.9296 -7.4387
O -0.7990 6.0259 -6.5319
C -1.1730 5.8085 -5.1717
C -0.3399 4.7885 -4.3886
O -0.5396 3.4661 -4.8753
C 0.6619 2.7605 -5.1333
H -4.9865 3.7814 -6.7483
H -4.3510 4.3291 -5.1846
H -4.3073 5.4294 -6.5691
H -2.9282 5.2227 -8.1440
H -2.2585 3.6236 -8.4777
H -0.5087 5.2984 -8.3875
H -0.2455 4.1228 -7.1399
H -2.2386 5.5969 -5.1023
H -1.0357 6.7780 -4.6802
H -0.6801 4.7976 -3.3453
H 0.7111 5.0791 -4.4092
H 1.4778 3.4199 -5.4445
H 0.4695 2.0557 -5.9475
H 0.9617 2.2001 -4.2473
C 1.8021 6.9179 4.4258
O 2.6575 6.2897 3.4827
C 4.0374 6.5712 3.6667
C 4.8846 5.3013 3.7569
O 4.6521 4.4501 4.8792
C 3.3810 3.8097 4.9789
C 3.0295 2.8125 3.8701
O 2.8377 3.4664 2.6197
C 3.5567 2.8817 1.5488
H 1.4700 7.8811 4.0316
H 0.9285 6.2788 4.5673
H 2.2838 7.0556 5.3974
H 4.2091 7.1848 4.5580
H 4.3699 7.1495 2.8002
H 5.9291 5.6174 3.8475
H 4.8403 4.7271 2.8330
H 2.5952 4.5498 5.1191
H 3.4197 3.2444 5.9167
H 2.0752 2.3356 4.1289
H 3.7961 2.0384 3.8154
H 4.4972 2.4260 1.8730
H 3.7955 3.6727 0.8323
H 2.9393 2.1318 1.0510
*
```

---

(5)
# C30H50ClNOPV

A structure of composition C30H50ClNOPV at a distorted geometry (ωB97M-V/def2-TZVPD, the OMol25 dataset).

Results
* LUMO (alpha / beta): 0.34 / -0.15 eV
* relative energy (zero: lowest compared OMol25 entry of this formula, charge and spin): 0.0 kcal/mol
* E_HOMO (alpha / beta): -7.2 / -6.7 eV
* orbital gap (alpha / beta): 7.5003 / 6.5690 eV

```
! RIJCOSX wB97M-V def2-TZVPD def2/J DEFGRID3
* xyz 0 3
V -0.0238 -0.8438 1.5275
Cl 1.1418 -0.7822 3.4559
P -0.0749 0.1060 -0.6028
C -1.8937 -0.1319 1.6011
H -2.9275 -0.4717 1.3159
H -1.9694 0.9247 1.9479
C 1.7591 0.3921 -0.8063
C -0.8975 1.7886 -0.7943
C 2.2489 0.5025 -2.2602
H 1.9157 1.3676 -0.3077
C 3.7350 0.8693 -2.3075
H 2.0976 -0.4589 -2.7714
H 1.6769 1.2548 -2.8220
C 4.5985 -0.0960 -1.4835
H 4.0701 0.8788 -3.3521
H 3.8614 1.8900 -1.9192
C 4.0594 -0.3133 -0.0659
H 4.6539 -1.0606 -2.0058
H 5.6227 0.2899 -1.4339
C 2.5528 -0.6642 -0.0344
H 4.6316 -1.1053 0.4321
H 4.2093 0.6048 0.5198
H 2.4102 -1.6562 -0.4951
H 2.2179 -0.7336 1.0258
C -0.7077 -0.9158 -2.0674
C -2.4050 1.6684 -1.0563
H -0.7630 2.2063 0.2195
C -3.0813 3.0418 -0.9826
H -2.5842 1.2326 -2.0485
H -2.8550 0.9848 -0.3277
C -2.4297 4.0695 -1.9144
H -4.1449 2.9369 -1.2278
H -3.0228 3.4093 0.0515
C -0.9044 4.1323 -1.7660
H -2.6832 3.8277 -2.9555
H -2.8505 5.0618 -1.7147
C -0.2295 2.7550 -1.7830
H -0.4772 4.7498 -2.5658
H -0.6577 4.6246 -0.8150
H -0.2793 2.3450 -2.8028
H 0.8350 2.8767 -1.5407
C 0.0473 -2.2344 -2.2644
H -1.7353 -1.1465 -1.7293
C -0.7278 -3.1598 -3.2049
H 1.0472 -2.0371 -2.6762
H 0.2015 -2.7556 -1.3160
C -0.9675 -2.5039 -4.5682
H -0.1771 -4.1009 -3.3259
H -1.6950 -3.4035 -2.7417
C -1.5460 -1.0867 -4.4477
H -0.0166 -2.4624 -5.1168
H -1.6458 -3.1267 -5.1602
C -0.8026 -0.2103 -3.4272
H -1.5276 -0.5912 -5.4260
H -2.5993 -1.1577 -4.1398
H 0.2094 0.0021 -3.8030
H -1.3141 0.7563 -3.3510
C -0.0417 -2.8312 1.1738
C -1.4890 -2.3093 1.0385
H 0.5096 -3.1093 0.2582
C -2.4951 -2.8646 2.0440
H -1.8700 -2.3355 -0.0029
C -1.8473 -3.0808 3.4265
H -3.3498 -2.1884 2.1563
H -2.8927 -3.8320 1.6785
C -0.7196 -4.1204 3.3326
H -1.4647 -2.1335 3.8539
H -2.6169 -3.4542 4.1195
C 0.3803 -3.7553 2.3120
H -0.2801 -4.2789 4.3293
H -1.1688 -5.0849 3.0384
H 1.2302 -3.3261 2.8647
H 0.7542 -4.7028 1.8902
O 0.5713 2.0012 2.1096
N 0.6953 2.3245 3.3792
C -0.3989 2.2975 4.2009
C -0.2553 2.5943 5.5459
C 1.0040 2.9133 6.0633
C 2.1074 2.9006 5.2085
C 1.9412 2.6081 3.8664
H -1.3405 2.0041 3.7458
H -1.1439 2.5789 6.1709
H 1.1192 3.1568 7.1162
H 3.1159 3.1285 5.5607
H 2.7598 2.5595 3.1509
*
```

---

Number 1: E_tot -111893.956 eV. Number 2: E_tot -172709.875 eV. Number 3: E_tot -94558.474 eV. Number 4: E_tot -128510.447 eV. Number 5: E_tot -82954.010 eV.